Computed, not measured: an isolated ion of composition C4H2ClO2 and charge -1, with the ωB97M-V functional and the def2-TZVPD basis.

Output
Net charge = -1
E = -764.2542 a.u.
Orbital gap = 6.8 eV
SMILES = C=C([O-])C(Cl)=C=O
HOMO = -3.249 eV
Energy above the lowest of the compared OMol25 structures with the same formula, charge and spin = 208.2 kJ/mol

Last column: natural (NBO) charge in e.
Geometry (Å):
Cl: 2.607 0.325 -0.726  -0.09
C: 0.973 -0.059 -0.095  -0.38
C: -1.165 0.326 -0.365  -0.61
O: -0.093 1.706 1.244  -0.73
H: -0.902 -0.174 -1.280  0.18
C: -0.105 0.834 0.355  0.36
O: 0.359 -2.321 0.727  -0.55
C: 0.637 -1.238 0.314  0.66
H: -2.311 0.600 -0.175  0.16

Atomic forces in eV per Å
-0.46 -0.03 0.40
2.73 0.40 0.26
-3.55 0.45 0.00
0.77 0.03 0.18
-0.57 -0.15 -0.16
-1.50 1.22 -0.43
0.57 1.10 -0.61
-0.56 -2.55 0.63
2.57 -0.46 -0.28